[1]
{"formula": "C3H5N3O", "method": "wB97M-V/def2-TZVPD", "smiles": "Nc1cc(=O)[nH][nH]1", "energy_ev": -9708.9775, "orbital_gap_ev": 9.19, "de_lowest_kj_mol": 155.0, "lumo_ev": 0.62, "fmax_ha_per_bohr": 0.0533, "elements": ["N", "N", "C", "C", "N", "C", "O", "H", "H", "H", "H", "H"], "positions_angstrom": [[1.127, -1.116, 0.273], [-0.212, -1.148, -0.205], [1.674, 0.326, 0.057], [-0.591, 0.167, -0.020], [-1.914, 0.478, 0.119], [0.466, 1.052, -0.099], [2.850, 0.572, 0.068], [1.715, -1.830, -0.142], [-0.782, -1.857, 0.247], [-2.587, -0.213, -0.173], [-2.157, 1.447, -0.009], [0.411, 2.123, -0.117]], "mulliken_charge": [-0.32, -0.17, 0.27, 0.50, -0.45, -0.54, -0.60, 0.25, 0.28, 0.22, 0.23, 0.34]}

---

[2]
{"formula": "C3H5N3O", "method": "wB97M-V/def2-TZVPD", "smiles": "Nc1n[nH]cc1O", "energy_ev": -9706.9388, "orbital_gap_ev": 9.79, "de_lowest_kj_mol": 351.7, "lumo_ev": 0.98, "fmax_ha_per_bohr": 0.1435, "elements": ["C", "C", "C", "H", "H", "H", "H", "H", "N", "N", "N", "O"], "positions_angstrom": [[0.443, 0.504, -0.008], [-0.468, -1.359, 0.238], [-0.747, -0.079, 0.269], [1.313, 2.358, -0.838], [1.023, 2.358, 0.869], [1.066, -2.388, -0.678], [-1.074, -2.326, 0.233], [-1.771, 1.276, 0.138], [0.575, 2.044, -0.046], [1.484, -0.444, -0.363], [0.833, -1.483, -0.196], [-2.021, 0.439, 0.189]], "mulliken_charge": [0.25, -0.70, 0.52, 0.31, 0.27, 0.27, 0.35, 0.29, -0.62, -0.83, 0.40, -0.50]}